(1)
This record from the OMol25 dataset describes 2 unconnected molecules or ions with the total composition C9H14O at a distorted geometry. The level of theory is ωB97M-V/def2-TZVPD.

HOMO energy, eV: -8.45
HOMO-LUMO gap, eV: 9.30
ΔE to the lowest compared entry with this formula, charge and spin, kcal per mole: 11.0
2S+1: 1
F_max, eV Å⁻¹: 2.049

Atoms and positions in Å:
C: -0.352 -0.055 -3.629
C: 0.029 0.525 -2.300
C: -0.790 1.367 -1.585
C: -0.441 1.805 -0.302
C: 0.827 1.530 0.171
O: 1.369 1.887 1.389
C: 1.680 0.663 -0.541
C: 1.309 0.220 -1.788
H: -1.398 0.064 -3.904
H: -0.131 -1.127 -3.636
H: 0.262 0.326 -4.451
H: -1.745 1.667 -2.000
H: -0.996 2.451 0.372
H: 1.071 2.768 1.647
H: 2.643 0.385 -0.134
H: 1.993 -0.335 -2.419
C: -0.384 -1.430 3.535
C: -0.958 -2.092 2.269
H: 0.220 -0.577 3.225
H: -1.248 -1.133 4.128
H: 0.300 -2.040 4.124
H: -1.738 -1.473 1.835
H: -1.398 -3.086 2.396
H: -0.125 -2.310 1.596

Forces on atoms 1 to 2 (eV/Å):
C 0.29 -0.44 -0.51
C 0.76 0.08 -0.28

So, what does the Mulliken scheme give us? The charges, in e, come out as:
1. C -1.415
2. C 0.693
3. C -0.587
4. C -0.475
5. C 0.496
6. O -0.521
7. C -0.388
8. C -0.582
9. H 0.359
10. H 0.340
11. H 0.311
12. H 0.335
13. H 0.348
14. H 0.309
15. H 0.410
16. H 0.373
17. C -0.704
18. C -0.824
19. H 0.145
20. H 0.257
21. H 0.301
22. H 0.244
23. H 0.337
24. H 0.240

=====

(2)
This record from the OMol25 dataset describes 2 unconnected molecules or ions with the total composition C9H14O at a distorted geometry. The level of theory is ωB97M-V/def2-TZVPD.

HOMO energy, eV: -8.41
HOMO-LUMO gap, eV: 9.26
ΔE to the lowest compared entry with this formula, charge and spin, kcal per mole: 9.8
2S+1: 1
F_max, eV Å⁻¹: 2.604

Atoms and positions in Å:
C: -1.873 1.059 -1.595
C: -1.087 -0.083 -1.072
C: 0.065 -0.502 -1.753
C: 0.855 -1.551 -1.333
C: 0.405 -2.341 -0.268
O: 1.160 -3.444 0.033
C: -0.778 -2.009 0.363
C: -1.514 -0.904 -0.043
H: -2.538 0.781 -2.416
H: -1.225 1.831 -2.012
H: -2.403 1.591 -0.801
H: 0.254 0.003 -2.693
H: 1.683 -1.929 -1.916
H: 0.769 -3.879 0.800
H: -1.104 -2.634 1.188
H: -2.471 -0.677 0.422
C: 0.520 2.039 1.401
C: 1.936 1.661 1.847
H: 0.469 2.166 0.322
H: -0.048 1.127 1.581
H: -0.002 2.850 1.888
H: 1.951 1.193 2.831
H: 2.528 2.553 2.126
H: 2.449 1.100 1.099

Forces on atoms 1 to 2 (eV/Å):
C -0.08 1.02 -0.10
C 0.56 -1.25 -0.36

So, what does the Mulliken scheme give us? The charges, in e, come out as:
1. C -1.662
2. C 0.543
3. C -0.390
4. C -0.653
5. C 0.881
6. O -0.548
7. C -0.406
8. C -0.615
9. H 0.378
10. H 0.390
11. H 0.380
12. H 0.347
13. H 0.455
14. H 0.283
15. H 0.256
16. H 0.355
17. C -0.549
18. C -0.976
19. H 0.147
20. H 0.113
21. H 0.392
22. H 0.285
23. H 0.311
24. H 0.282

=====

(3)
This record from the OMol25 dataset describes 2 unconnected molecules or ions with the total composition C9H14O at a distorted geometry. The level of theory is ωB97M-V/def2-TZVPD.

HOMO energy, eV: -8.69
HOMO-LUMO gap, eV: 9.60
ΔE to the lowest compared entry with this formula, charge and spin, kcal per mole: 60.8
2S+1: 1
F_max, eV Å⁻¹: 4.657

Atoms and positions in Å:
C: -0.361 -0.354 1.506
C: 0.143 -1.108 0.303
C: 1.149 -2.125 0.482
C: 1.044 -3.354 -0.373
C: 0.020 -3.389 -1.314
C: -0.788 -2.281 -1.588
C: -0.741 -1.149 -0.813
H: -1.415 0.000 1.274
H: 0.142 0.542 1.833
H: -0.500 -1.224 2.244
H: 2.008 -1.879 1.103
H: 1.856 -4.051 -0.198
H: -0.037 -4.267 -1.917
H: -1.515 -2.263 -2.465
H: -1.334 -0.352 -1.177
C: -1.073 3.664 1.113
C: -0.120 3.294 -0.065
O: 1.047 4.040 0.098
H: -0.435 4.137 1.829
H: -1.680 2.783 1.392
H: -1.788 4.423 0.866
H: 0.153 2.091 -0.050
H: -0.371 3.486 -1.107
H: 0.900 5.060 0.086

Forces on atoms 1 to 2 (eV/Å):
C -1.81 -0.68 0.15
C 0.00 -1.35 -0.16

So, what does the Mulliken scheme give us? The charges, in e, come out as:
1. C -1.222
2. C 0.903
3. C -0.582
4. C -0.505
5. C -0.470
6. C -0.468
7. C -0.281
8. H 0.256
9. H 0.330
10. H 0.340
11. H 0.358
12. H 0.366
13. H 0.361
14. H 0.265
15. H 0.363
16. C -1.022
17. C 0.147
18. O -0.593
19. H 0.328
20. H 0.251
21. H 0.363
22. H -0.094
23. H 0.290
24. H 0.314